[1]
Formula: C9H26O3SSi2
Source: OMol25
Level of theory: ωB97M-V/def2-TZVPD

```
! wB97M-V def2-TZVPD RIJCOSX def2/J DEFGRID3
* xyz 0 1
C -2.312 2.814 -1.859
C -1.814 1.366 -1.917
C -2.111 0.755 -3.283
C -2.365 0.483 -0.778
C -1.277 -0.253 0.008
C -1.840 -1.431 0.797
C -0.503 0.717 0.906
O 0.892 0.413 0.877
Si 2.111 1.498 0.854
O 3.310 0.898 -0.098
Si 3.389 0.911 -1.742
S 4.020 -0.967 -2.496
H -1.590 3.505 -2.298
H -2.496 3.136 -0.832
H -3.249 2.932 -2.410
H -0.723 1.383 -1.809
H -1.536 -0.157 -3.458
H -1.871 1.450 -4.091
H -3.170 0.496 -3.373
H -3.069 -0.257 -1.169
H -2.941 1.103 -0.081
H -0.542 -0.634 -0.709
H -2.784 -1.158 1.279
H -1.151 -1.760 1.579
H -2.036 -2.287 0.149
H -0.845 0.627 1.943
H -0.665 1.755 0.590
H 1.623 2.789 0.311
H 2.674 1.682 2.203
H 2.053 1.252 -2.279
H 4.405 1.882 -2.177
H 2.784 -1.475 -2.592
C 1.925 -3.108 2.454
C 1.425 -1.981 3.335
O 0.278 -2.346 4.098
H 1.133 -3.442 1.782
H 2.774 -2.778 1.852
H 2.249 -3.962 3.054
H 1.106 -1.142 2.718
H 2.226 -1.624 3.992
H 0.515 -3.083 4.671
*
```

Highest occupied orbital energy   -9.973 eV
DFT total energy   -1561.5314 a.u.
Energy relative to the best compared isomer or geometry (same formula, charge and spin)   0.00 kcal per mole
Kohn-Sham gap   10.55 eV

=====

[2]
Formula: C3H7Br
Source: OMol25
Level of theory: ωB97M-V/def2-TZVPD

```
! wB97M-V def2-TZVPD RIJCOSX def2/J DEFGRID3
* xyz 0 1
C 0.061 -1.133 -0.872
C 0.617 1.253 0.926
C -0.774 -0.103 -0.234
Br -2.077 -0.579 1.012
H 0.752 -1.498 -0.178
H -0.489 -2.030 -1.265
H 0.683 -0.863 -1.701
H 0.972 0.727 1.738
H -0.052 2.008 1.144
H 1.387 1.553 0.283
H -1.081 0.666 -0.852
*
```

Highest occupied orbital energy   -8.633 eV
DFT total energy   -2692.4108 a.u.
Energy relative to the best compared isomer or geometry (same formula, charge and spin)   49.50 kcal per mole
Kohn-Sham gap   9.57 eV

=====

[3]
Formula: C25H22IrN7O5Se
Source: OMol25
Level of theory: ωB97M-V/def2-TZVPD

```
! wB97M-V def2-TZVPD RIJCOSX def2/J DEFGRID3
* xyz 1 2
Ir -0.443 -0.830 -0.111
C -0.299 3.064 3.837
C -0.970 1.853 3.897
C -0.569 0.785 3.106
C 0.513 0.921 2.243
C 1.181 2.143 2.177
C 0.781 3.203 2.975
N 0.850 -0.122 1.333
C 2.110 -0.365 0.969
C 3.263 -0.126 1.789
C 4.494 -0.457 1.335
C 4.717 -1.028 0.035
C 3.670 -1.267 -0.780
C 2.353 -0.934 -0.327
N 1.237 -1.132 -1.055
N 1.238 -1.585 -2.266
C -0.061 -1.703 -2.768
C -0.246 -2.125 -4.083
C -1.532 -2.234 -4.573
C -2.619 -1.929 -3.756
C -2.373 -1.530 -2.460
N -1.129 -1.425 -1.979
H -0.615 3.894 4.454
H -1.815 1.731 4.561
H -1.107 -0.151 3.157
H 2.009 2.267 1.488
H 1.309 4.146 2.913
H 3.122 0.276 2.783
H 5.348 -0.306 1.983
H 5.722 -1.284 -0.267
H 3.785 -1.719 -1.755
H 0.623 -2.354 -4.682
H -1.693 -2.557 -5.593
H -3.635 -2.001 -4.113
H -3.170 -1.296 -1.765
C 0.930 2.075 -2.072
C -0.282 2.082 -1.218
N -0.798 1.078 -0.530
C -1.923 1.532 0.135
C -2.089 2.847 -0.164
N -1.056 3.164 -1.005
C -3.073 3.902 0.219
O -4.051 3.540 1.019
O -2.919 5.012 -0.218
C -2.724 0.558 0.918
O -3.740 0.895 1.503
O -2.231 -0.644 0.885
H 1.522 1.183 -1.886
H 1.544 2.950 -1.860
H 0.655 2.098 -3.128
H -0.932 4.095 -1.381
H -4.016 2.573 1.256
C -0.558 -4.078 -0.521
O -0.863 -2.893 0.240
H -1.187 -4.138 -1.409
H -0.704 -4.950 0.111
H 0.490 -4.009 -0.801
H -1.756 -2.885 0.617
Se 0.162 -2.718 3.231
C 1.381 -3.353 2.057
N 2.168 -3.735 1.299
*
```

Highest occupied orbital energy (alpha / beta)   -10.439 / -10.466 eV
DFT total energy   -4230.9791 a.u.
⟨S²⟩   0.79
Energy relative to the best compared isomer or geometry (same formula, charge and spin)   6.02 kcal per mole
Kohn-Sham gap (alpha / beta)   5.79 / 4.82 eV

=====

[4]
Formula: C15H15ClN2O4S
Source: OMol25
Level of theory: ωB97M-V/def2-TZVPD

```
! wB97M-V def2-TZVPD RIJCOSX def2/J DEFGRID3
* xyz 0 1
C -6.703 -0.726 -1.201
N -6.105 -0.984 0.088
S -4.897 0.053 0.479
O -4.399 -0.253 1.776
O -5.307 1.384 0.193
O -3.769 -0.408 -0.616
C -2.475 0.031 -0.488
C -2.145 1.173 0.229
C -0.823 1.565 0.309
C 0.183 0.823 -0.304
C -0.162 -0.308 -1.038
C -1.482 -0.704 -1.131
H -1.761 -1.574 -1.704
H 0.589 -0.873 -1.572
C 1.588 1.318 -0.180
O 1.850 2.499 -0.103
N 2.516 0.313 -0.145
C 3.904 0.407 -0.047
C 4.586 1.621 -0.042
C 5.965 1.631 0.050
C 6.689 0.454 0.135
C 6.002 -0.749 0.128
C 4.623 -0.785 0.038
H 4.109 -1.735 0.035
Cl 6.876 -2.238 0.232
H 7.764 0.465 0.207
H 6.488 2.575 0.055
H 4.032 2.542 -0.105
H 2.158 -0.632 -0.137
H -0.549 2.456 0.852
H -2.928 1.739 0.707
C -5.806 -2.366 0.380
H -5.278 -2.384 1.330
H -6.738 -2.924 0.467
H -5.179 -2.819 -0.395
H -6.778 0.352 -1.307
H -7.699 -1.169 -1.228
H -6.098 -1.133 -2.018
*
```

Highest occupied orbital energy   -8.729 eV
DFT total energy   -1849.4642 a.u.
SMILES   CN(C)S(=O)(=O)Oc1ccc(C(=O)Nc2cccc(Cl)c2)cc1
Energy relative to the best compared isomer or geometry (same formula, charge and spin)   0.00 kcal per mole
Kohn-Sham gap   9.19 eV

=====

[5]
Formula: C45H28BiI4N6S
Source: OMol25
Level of theory: ωB97M-V/def2-TZVPD

```
! wB97M-V def2-TZVPD RIJCOSX def2/J DEFGRID3
* xyz 1 1
Bi 0.117 0.469 -0.644
I -9.776 0.496 -0.836
C -7.686 0.382 -0.662
C -7.119 -0.528 0.218
C -5.738 -0.611 0.317
C -4.923 0.209 -0.457
C -5.506 1.122 -1.327
C -6.886 1.210 -1.434
C -3.437 0.110 -0.351
C -2.793 -0.803 -1.184
C -3.460 -1.716 -2.066
C -2.509 -2.512 -2.617
C -1.243 -2.093 -2.089
C -0.026 -2.726 -2.341
C -0.043 -3.894 -3.270
C -0.036 -5.191 -2.765
C -0.048 -6.282 -3.621
C -0.063 -6.075 -4.992
I -0.093 -7.722 -6.297
C -0.068 -4.790 -5.511
C -0.060 -3.704 -4.648
C 1.187 -2.411 -1.724
N 1.416 -1.382 -0.847
C 2.721 -1.473 -0.440
C 3.351 -0.671 0.515
C 4.805 -0.908 0.753
C 5.235 -1.740 1.782
C 6.587 -1.968 1.987
C 7.516 -1.356 1.160
I 9.567 -1.717 1.447
C 7.105 -0.516 0.137
C 5.751 -0.297 -0.064
C 2.708 0.278 1.309
C 3.320 0.978 2.402
C 2.367 1.767 2.960
C 1.154 1.558 2.221
N 1.396 0.663 1.214
C -0.076 2.144 2.526
C -1.288 1.807 1.928
C -2.568 2.287 2.362
C -3.503 1.720 1.561
C -2.810 0.883 0.624
N -1.465 0.952 0.874
C -0.114 3.165 3.614
C -0.065 2.785 4.951
C -0.105 3.737 5.958
C -0.188 5.081 5.625
I -0.262 6.529 7.145
C -0.238 5.476 4.297
C -0.206 4.516 3.297
C 3.342 -2.583 -1.103
C 2.402 -3.159 -1.892
N -1.445 -1.041 -1.234
H -7.744 -1.167 0.826
H -5.291 -1.321 1.003
H -4.876 1.772 -1.923
H -7.330 1.924 -2.115
H -4.526 -1.756 -2.216
H -2.650 -3.330 -3.304
H -0.024 -5.351 -1.694
H -0.045 -7.286 -3.220
H -0.074 -4.630 -6.581
H -0.060 -2.698 -5.049
H 4.504 -2.218 2.424
H 6.912 -2.619 2.787
H 7.834 -0.035 -0.501
H 5.423 0.356 -0.864
H 4.347 0.857 2.704
H 2.456 2.420 3.813
H -2.718 2.963 3.188
H -4.573 1.843 1.595
H -0.001 1.734 5.206
H -0.075 3.431 6.995
H -0.306 6.525 4.041
H -0.273 4.821 2.258
H 4.366 -2.884 -0.955
H 2.502 -4.022 -2.528
N 0.662 3.484 -2.974
C 0.327 3.706 -1.683
N 1.356 3.904 -0.828
S -1.248 3.611 -1.153
H 1.587 3.701 -3.310
H -0.084 3.506 -3.648
H 2.283 4.111 -1.167
H 1.132 4.195 0.107
*
```

Highest occupied orbital energy   -9.950 eV
DFT total energy   -3863.6045 a.u.
Kohn-Sham gap   5.77 eV